Entry 1:
ORCA calculation (ωB97M-V with the def2-TZVPD basis set) on C2H4FNO as an isolated structure.

Geometry as ORCA input:
```
! RIJCOSX wB97M-V def2-TZVPD def2/J DEFGRID3
* xyz 0 1
C 0.1062 0.4462 -0.1883
C 0.3517 -0.9023 1.1597
N 1.6644 -1.2067 0.8370
O 1.9591 -2.2102 0.1772
F 0.3252 -0.0768 2.1805
H 1.0304 0.2910 -0.7443
H 0.0811 1.2075 0.4593
H -0.8264 0.1725 -0.6477
H -0.5003 -1.5743 1.2356
*
```

Properties
Largest force on an atom   6.07 eV Å⁻¹
ΔE to the lowest compared entry with this formula, charge and spin   108.49 kcal/mol
Lowest unoccupied orbital energy   -0.54 eV
DFT total energy   -8389.5430 eV
Gap between HOMO and LUMO   0.3271 Ha

Mulliken population analysis, charges in e, atoms 1 to 6: -0.9003, 0.2764, -0.1378, -0.3127, -0.2603, 0.3359


Entry 2:
ORCA calculation (ωB97M-V with the def2-TZVPD basis set) on one molecule with the formula C7H7FINO.

Geometry as ORCA input:
```
! RIJCOSX wB97M-V def2-TZVPD def2/J DEFGRID3
* xyz 0 1
C -1.3152 1.4939 1.8122
C -0.1758 0.7182 1.2294
O 0.3802 -0.1298 1.8811
C 0.2251 1.0358 -0.1896
C 1.0874 0.3801 -0.8974
I 1.7954 1.1392 -2.8485
C 1.7579 -0.8520 -0.4973
C 1.1577 -2.0332 -0.3445
N -0.0825 -2.1468 -0.8693
C -1.0131 -1.3148 -1.0364
F -1.8275 -1.5597 -2.0236
H -0.9331 2.6202 1.7334
H -1.6686 1.2905 2.7631
H -2.2165 1.3382 1.1307
H -0.2724 2.0142 -0.5867
H 2.8489 -0.6028 -0.5385
H 1.6022 -2.9775 -0.1762
H -1.3501 -0.4136 -0.5420
*
```

Properties
Largest force on an atom   4.76 eV Å⁻¹
ΔE to the lowest compared entry with this formula, charge and spin   33.87 kcal/mol
Lowest unoccupied orbital energy   -0.49 eV
DFT total energy   -21724.8886 eV
SMILES string   CC(=O)\C=C(I)/C=C\N=C\F
Gap between HOMO and LUMO   0.3037 Ha

Mulliken population analysis, charges in e, atoms 1 to 6: -1.1608, 1.0741, -0.5081, -0.6301, -0.0101, 0.0654


Entry 3:
ORCA calculation (ωB97M-V with the def2-TZVPD basis set) on a 6-piece molecular cluster, C15H28F3NO13 overall.

Geometry as ORCA input:
```
! RIJCOSX wB97M-V def2-TZVPD def2/J DEFGRID3
* xyz 0 1
N -1.3763 2.2122 2.4900
H -2.1912 1.7262 3.0369
H -1.6118 2.6056 1.4745
H -0.4953 1.4261 2.4202
H -1.0898 3.0940 2.9845
O -1.5032 0.5301 0.0723
H -0.8802 -0.0400 0.0383
C -4.5583 1.3158 0.5263
C -4.6553 0.7634 -0.8552
O -4.6962 1.9103 -1.7378
C -4.5129 2.9826 -0.9428
O -4.2766 4.0381 -1.5192
O -4.4273 2.6977 0.3656
F -5.7468 -0.0498 -1.0712
H -3.8058 0.8107 1.2188
H -5.5848 1.2740 1.0921
H -3.7026 0.2441 -1.0744
C -1.4920 -1.9864 -2.1592
C -2.1883 -2.5797 -0.8074
O -1.6434 -3.8859 -0.6002
C -0.6362 -4.0382 -1.5291
O 0.1059 -5.0400 -1.5731
O -0.4536 -2.9149 -2.1620
F -3.4785 -2.6366 -1.0403
H -1.1138 -1.0585 -1.7573
H -2.2351 -2.5105 -2.8835
H -1.9995 -1.9362 0.0897
C -0.6479 2.2812 -3.0782
C 0.7141 1.6510 -2.5809
O 1.6185 2.7013 -2.6172
C 1.1019 3.7837 -3.1840
O 1.6735 4.8351 -3.3580
O -0.1417 3.5612 -3.5232
F 1.2052 0.7710 -3.5204
H -1.3650 2.5684 -2.3019
H -1.1111 1.6622 -3.8360
H 0.4648 0.9595 -1.6138
C 1.5958 -4.6539 1.5505
O 1.8047 -3.3127 1.4471
C 1.2874 -2.5042 2.5529
C 1.4151 -1.0128 2.2632
O 2.5661 -0.6823 1.9303
C 2.6672 0.1856 0.8081
C 4.1004 0.5079 0.5224
O 4.6106 0.9731 1.7217
C 5.9243 1.5601 1.6098
H 0.4873 -4.7200 1.5159
H 2.0469 -5.1782 2.3599
H 2.1975 -5.2382 0.6464
H 1.7270 -2.8149 3.5629
H 0.3960 -2.7857 2.8292
H 1.2069 -0.3812 3.2420
H 0.5501 -0.9309 1.3272
H 2.3085 1.0866 1.1421
H 2.0334 0.0732 -0.0453
H 4.2695 1.3071 -0.3037
H 4.7698 -0.4147 0.1999
H 6.4232 1.4556 2.6754
H 5.7538 2.6149 1.0669
H 6.5949 1.1369 0.8924
*
```

Properties
Largest force on an atom   9.43 eV Å⁻¹
ΔE to the lowest compared entry with this formula, charge and spin   30.77 kcal/mol
Lowest unoccupied orbital energy   -1.50 eV
DFT total energy   -52258.5303 eV
Gap between HOMO and LUMO   0.2812 Ha

Mulliken population analysis, charges in e, atoms 1 to 6: -0.5208, 0.3877, 0.3226, 0.3172, 0.4319, -0.5602


Entry 4:
ORCA calculation (ωB97M-V with the def2-TZVPD basis set) on a 2-piece molecular cluster, C6H18NO overall.

Geometry as ORCA input:
```
! RIJCOSX wB97M-V def2-TZVPD def2/J DEFGRID3
* xyz 1 1
C -1.1962 -1.4813 -0.0833
C 0.0518 -0.8368 0.5555
C 0.5193 0.4398 -0.1597
C -0.6894 1.4198 -0.2274
C -0.8610 2.3138 0.9699
C -0.2743 3.7090 0.9349
N 1.2533 -1.8201 0.4062
H -1.6043 -0.9920 -0.9608
H -1.9464 -1.6372 0.6751
H -0.9933 -2.5036 -0.4397
H -0.1035 -0.6430 1.6228
H 0.6332 0.0676 -1.2222
H 1.2043 1.2145 0.2092
H -0.6622 2.0297 -1.1533
H -1.7210 0.9226 -0.3657
H -0.4319 1.8268 1.8882
H -1.9551 2.3303 1.1650
H 0.3727 3.9619 1.8051
H 0.2784 3.8442 0.0065
H -1.0441 4.4504 0.9709
H 1.6672 -1.6284 -0.5087
H 1.1391 -2.8231 0.3903
H 2.0033 -1.5565 1.0743
H 0.1113 -2.5369 -2.1878
H 1.1048 -3.8039 -2.2737
O 0.9609 -2.9115 -1.9439
*
```

Properties
Largest force on an atom   3.37 eV Å⁻¹
ΔE to the lowest compared entry with this formula, charge and spin   33.60 kcal/mol
Lowest unoccupied orbital energy   -3.07 eV
DFT total energy   -10044.3741 eV
Gap between HOMO and LUMO   0.4076 Ha

Mulliken population analysis, charges in e, atoms 1 to 6: -1.6909, 0.4466, -0.8125, -0.6632, -0.4678, -1.2236


Entry 5:
ORCA calculation (ωB97M-V with the def2-TZVPD basis set) on one molecule with the formula C21H20N2O4.

Geometry as ORCA input:
```
! RIJCOSX wB97M-V def2-TZVPD def2/J DEFGRID3
* xyz 0 1
C 1.0003 6.8781 4.1564
C 0.0617 5.7811 3.6728
C 0.4856 4.4127 4.2104
O -0.3970 3.3787 3.8266
C -0.3709 2.8967 2.5567
C 0.5680 3.2198 1.5815
C 0.4917 2.6359 0.3267
C -0.4948 1.7196 0.0243
C -1.4302 1.3820 1.0005
C -2.5566 0.4572 0.6866
O -3.7157 0.7453 0.9028
N -2.2453 -0.7235 0.0725
C -1.0171 -1.3603 -0.1057
C 0.0434 -1.2024 0.7832
C 1.2306 -1.8734 0.5522
C 1.3719 -2.7156 -0.5332
C 0.3015 -2.9047 -1.4073
N 0.4764 -3.7832 -2.4763
C -0.4203 -4.1582 -3.4357
O -1.5641 -3.7601 -3.5285
C 0.1425 -5.1293 -4.3879
C -0.4499 -5.7274 -5.4706
C 0.5262 -6.5743 -6.0368
C 1.6388 -6.4333 -5.2633
O 1.4225 -5.5656 -4.2653
C -0.8887 -2.2239 -1.1904
C -1.3778 1.9806 2.2469
H 0.6831 7.8432 3.7703
H 2.0175 6.6907 3.8185
H 1.0044 6.9264 5.2428
H 0.0483 5.7566 2.5813
H -0.9563 5.9835 4.0104
H 1.5160 4.1801 3.9124
H 0.4404 4.4168 5.3034
H 1.3601 3.9245 1.7796
H 1.2194 2.9075 -0.4238
H -0.5493 1.2778 -0.9587
H -3.0492 -1.2143 -0.3027
H -0.0612 -0.5724 1.6508
H 2.0537 -1.7456 1.2388
H 2.3024 -3.2384 -0.7007
H 1.3916 -4.2107 -2.5327
H -1.4548 -5.5686 -5.8018
H 0.4170 -7.2006 -6.8978
H 2.6116 -6.8813 -5.3193
H -1.7140 -2.3676 -1.8681
H -2.1133 1.7398 2.9980
*
```

Properties
Largest force on an atom   1.32 eV Å⁻¹
ΔE to the lowest compared entry with this formula, charge and spin   35.46 kcal/mol
Lowest unoccupied orbital energy   0.47 eV
DFT total energy   -33272.1400 eV
SMILES string   CCCOc1cccc(C(=O)Nc2cccc(NC(=O)c3ccco3)c2)c1
Gap between HOMO and LUMO   0.3194 Ha

Mulliken population analysis, charges in e, atoms 1 to 6: -1.2925, -0.1208, -0.7527, -0.4167, 0.6846, -0.3150


Entry 6:
ORCA calculation (ωB97M-V with the def2-TZVPD basis set) on one molecule with the formula C8H12N2O3S.

Geometry as ORCA input:
```
! RIJCOSX wB97M-V def2-TZVPD def2/J DEFGRID3
* xyz 0 1
C 1.8167 -1.8069 -0.5461
C 1.2472 -2.6799 0.3001
C -1.2037 1.4268 1.3489
C 0.1506 0.6972 1.6152
C -1.3945 0.4952 0.0118
C -0.1991 -0.3736 0.5298
C -2.7506 -0.1827 -0.1360
C 1.5420 -0.0308 -2.0233
N 1.4640 -0.5251 -0.6570
N 1.3529 1.5092 1.2996
O 2.1258 1.6565 2.1767
O 1.3361 1.9812 0.1976
O -1.2120 1.1424 -1.1474
S -0.3503 -2.0803 0.8667
H 2.4828 -2.0938 -1.2699
H 1.3070 -3.7279 0.5363
H -1.9754 1.2065 2.1057
H -1.1395 2.4576 1.2082
H 0.2827 0.3161 2.6791
H -2.8195 -1.1735 0.3529
H -2.8937 -0.3661 -1.2323
H -3.6665 0.3723 0.1307
H 2.3332 -0.5307 -2.6108
H 0.6157 -0.1000 -2.5682
H 1.8796 1.0384 -1.9042
H -0.3314 1.3719 -1.2641
*
```

Properties
Largest force on an atom   3.22 eV Å⁻¹
ΔE to the lowest compared entry with this formula, charge and spin   136.34 kcal/mol
Lowest unoccupied orbital energy (alpha / beta)   0.05 / 0.05 eV
DFT total energy   -28441.6761 eV
Gap between HOMO and LUMO (alpha / beta)   0.2895 / 0.2895 Ha

Mulliken population analysis, charges in e, atoms 1 to 6: -0.0451, -0.7210, -1.1383, 0.0836, 1.1413, -0.0111